1.
DFT (ωB97M-V with the def2-TZVPD basis set) results for a 25-piece molecular cluster, H48IO24 overall in a non-equilibrium geometry.

Its net charge is -1. As for the energy relative to the best compared isomer or geometry (same formula, charge and spin): 158.2 kJ/mol. The value obtained for the electronic energy is -58026.8407 eV. The value obtained for the HOMO-LUMO gap is 0.30103 Ha.

CARTESIAN COORDINATES (ANGSTROEM)
I 0.2188 -0.3761 0.0219
O -1.8668 -2.2813 2.1493
H -1.4561 -2.4680 2.9935
H -1.2058 -1.7867 1.6650
O -1.8737 3.6890 1.4577
H -1.1276 3.8022 0.8689
H -1.4810 3.4839 2.3062
O -4.8399 -1.5229 -0.3977
H -5.6770 -1.6736 -0.8368
H -4.3143 -2.2937 -0.6119
O -3.3476 1.4965 3.8808
H -3.4660 1.1328 3.0033
H -3.9983 1.0442 4.4178
O 4.2628 -0.5000 -3.6608
H 3.4127 -0.6160 -3.2363
H 4.8558 -0.2598 -2.9488
O 3.7484 -2.9381 3.2284
H 3.6989 -2.0254 2.9442
H 3.6689 -3.4456 2.4207
O 2.0649 2.9935 2.4682
H 2.2997 2.0678 2.4040
H 1.7485 3.0991 3.3654
O 1.6359 0.1140 3.3397
H 1.4554 -0.2802 2.4863
H 0.7834 0.4227 3.6466
O 4.3757 -3.2439 -2.5731
H 3.6810 -3.3327 -1.9207
H 4.1173 -2.4856 -3.0971
O -3.9981 2.7060 -0.1006
H -3.9176 1.9161 0.4341
H -3.2971 3.2788 0.2104
O -1.0464 4.3084 -2.4109
H -0.6117 3.4785 -2.6071
H -0.7321 4.5434 -1.5378
O 3.6727 0.9786 0.3204
H 2.7922 0.6047 0.2860
H 3.5303 1.9239 0.3689
O -0.3034 1.7091 -3.3810
H 0.0371 1.0494 -3.9852
H -0.6086 1.2075 -2.6250
O -3.7559 0.0149 1.7253
H -4.2882 -0.4852 1.1066
H -3.0461 -0.5802 1.9668
O -0.1318 -1.9498 4.4374
H -0.0110 -1.0399 4.7089
H 0.5254 -2.4377 4.9337
O 0.3567 3.4698 0.0707
H 1.0817 3.5893 0.6841
H 0.2839 2.5210 -0.0329
O -0.5863 1.6480 4.3866
H -1.5201 1.5372 4.2077
H -0.4698 2.5938 4.4766
O 0.5272 -0.3775 -4.6215
H 1.0974 -0.6417 -3.8995
H 0.2167 -1.2018 -4.9961
O 1.9554 -1.8865 -2.8981
H 1.7761 -2.8006 -3.1185
H 1.6211 -1.7844 -2.0070
O 2.5083 -4.1349 -0.5896
H 1.6400 -4.5341 -0.5355
H 3.0783 -4.7339 -0.1074
O -3.2573 -1.0246 -4.1163
H -3.0006 -0.3469 -3.4910
H -3.8568 -0.5821 -4.7171
O -0.3173 -5.0495 -0.4310
H -0.5901 -4.3123 0.1152
H -0.4639 -5.8209 0.1163
O -2.8228 0.6088 -2.0122
H -3.2365 1.4417 -1.7856
H -2.5854 0.2217 -1.1695
O 3.2779 3.1873 -2.3018
H 4.0048 3.0560 -2.9105
H 3.0979 2.3149 -1.9512

Table of Mulliken atomic charges, one value per atom, all in e: I -0.414; O -0.672; H 0.310; H 0.084; O -0.629; H 0.492; H 0.205; O -0.579; H 0.258; H 0.280; O -0.697; H 0.477; H 0.259; O -0.667; H 0.346; H 0.318; O -0.640; H 0.322; H 0.308; O -0.598; H 0.375; H 0.221; O -0.531; H 0.224; H 0.273; O -0.680; H 0.393; H 0.417; O -0.666; H 0.291; H 0.369; O -0.650; H 0.400; H 0.303; O -0.635; H 0.159; H 0.301; O -0.614; H 0.341; H 0.239; O -0.596; H 0.324; H 0.317; O -0.588; H 0.289; H 0.282; O -0.468; H 0.231; H 0.152; O -0.611; H 0.355; H 0.250; O -0.665; H 0.445; H 0.251; O -0.623; H 0.257; H 0.134; O -0.612; H 0.331; H 0.237; O -0.645; H 0.442; H 0.287; O -0.690; H 0.343; H 0.311; O -0.500; H 0.312; H 0.139; O -0.580; H 0.280; H 0.315



2.
DFT (ωB97M-V with the def2-TZVPD basis set) results for a 24-piece molecular cluster, H48O24 overall in a non-equilibrium geometry.

Its net charge is 0. As for the energy relative to the best compared isomer or geometry (same formula, charge and spin): 295.4 kJ/mol. The value obtained for the electronic energy is -49921.0273 eV. The value obtained for the HOMO-LUMO gap is 0.31640 Ha.

CARTESIAN COORDINATES (ANGSTROEM)
O -14.8224 2.4592 -15.8515
H -14.7062 1.6797 -16.3947
H -13.9856 2.9202 -15.9112
O -9.4833 6.6437 -15.6030
H -9.1991 7.5433 -15.7649
H -10.4361 6.6739 -15.6893
O -16.8103 8.1877 -14.8028
H -16.7608 9.1286 -14.6340
H -15.9800 7.9765 -15.2297
O -13.0985 12.9796 -17.8429
H -12.9268 13.5140 -17.0675
H -12.7426 12.1183 -17.6245
O -12.1037 9.0701 -11.6188
H -11.3727 8.5427 -11.9407
H -11.6901 9.7735 -11.1183
O -8.2027 9.1048 -15.7705
H -8.0817 9.6708 -16.5328
H -7.7368 9.5514 -15.0636
O -14.0659 5.9219 -14.4720
H -15.0166 5.8224 -14.5217
H -13.7367 5.0299 -14.3614
O -13.2196 3.3147 -10.9777
H -12.6656 3.8832 -11.5128
H -13.6239 2.7148 -11.6044
O -14.7070 7.6251 -12.0673
H -13.9413 8.1644 -11.8695
H -14.4889 7.1921 -12.8926
O -8.0721 9.6275 -12.4091
H -7.4344 9.8552 -13.0856
H -8.3012 8.7163 -12.5922
O -13.9307 12.9149 -14.8650
H -14.8543 12.8284 -14.6286
H -13.5557 13.4590 -14.1725
O -11.6781 4.6663 -12.7459
H -10.7398 4.5609 -12.5891
H -11.8014 5.6111 -12.8381
O -13.5141 7.1948 -19.0828
H -13.5717 7.8269 -18.3663
H -14.2176 7.4457 -19.6814
O -10.7839 12.2767 -13.7410
H -10.2667 12.7868 -14.3644
H -11.6697 12.6312 -13.8174
O -14.4515 9.0286 -16.1726
H -15.0407 9.6195 -16.6415
H -13.8223 9.6081 -15.7431
O -14.9532 5.3231 -9.8621
H -14.8940 5.7297 -10.7266
H -14.6106 4.4384 -9.9891
O -16.3553 6.2703 -17.3545
H -17.2033 6.3564 -17.7902
H -15.9065 7.0956 -17.5378
O -15.7770 10.1120 -11.7919
H -14.9281 10.4679 -11.5294
H -15.6582 9.1626 -11.7640
O -11.8493 7.7019 -14.7497
H -12.5360 7.0410 -14.6610
H -12.3192 8.5100 -14.9558
O -10.3514 11.0771 -11.5025
H -10.5731 11.4359 -12.3618
H -9.5028 10.6534 -11.6311
O -12.3911 3.6222 -15.2940
H -11.7616 3.0223 -15.6942
H -11.9656 3.9134 -14.4875
O -12.6196 10.4303 -14.7140
H -11.8617 10.7772 -14.2433
H -13.2987 11.0949 -14.5984
O -16.3817 4.5844 -15.2065
H -16.2251 5.1660 -15.9504
H -15.9729 3.7565 -15.4589
O -9.9666 7.1681 -12.8778
H -9.2644 6.6813 -13.3094
H -10.5530 7.4250 -13.5894

Table of Mulliken atomic charges, one value per atom, all in e: O -0.648; H 0.309; H 0.347; O -0.715; H 0.377; H 0.339; O -0.633; H 0.285; H 0.350; O -0.619; H 0.293; H 0.319; O -0.505; H 0.280; H 0.289; O -0.571; H 0.277; H 0.221; O -0.531; H 0.214; H 0.074; O -0.680; H 0.441; H 0.297; O -0.605; H 0.343; H 0.330; O -0.608; H 0.240; H 0.335; O -0.592; H 0.287; H 0.317; O -0.746; H 0.253; H 0.256; O -0.611; H 0.309; H 0.299; O -0.671; H 0.244; H 0.215; O -0.400; H 0.311; H 0.448; O -0.654; H 0.301; H 0.348; O -0.591; H 0.267; H 0.251; O -0.650; H 0.249; H 0.459; O -0.013; H 0.190; H -0.030; O -0.728; H 0.449; H 0.363; O -0.604; H 0.282; H 0.317; O -0.684; H 0.310; H 0.175; O -0.666; H 0.412; H 0.443; O -0.777; H 0.396; H 0.420



3.
DFT (ωB97M-V with the def2-TZVPD basis set) results for H4I2OSi2 as an isolated structure in a non-equilibrium geometry.

Its net charge is 0. As for the energy relative to the best compared isomer or geometry (same formula, charge and spin): 227.0 kJ/mol. The value obtained for the electronic energy is -34069.6813 eV. The value obtained for the HOMO-LUMO gap is 0.30813 Ha.

CARTESIAN COORDINATES (ANGSTROEM)
O -0.5337 0.5331 0.6258
Si -0.9898 -1.3582 -0.6986
Si 0.7248 1.4412 0.6853
I -0.1324 -3.1152 0.6880
I 2.5366 -0.0162 -0.5130
H -2.3762 -0.8414 -0.4917
H -0.6912 -0.9546 -2.0520
H 0.4753 2.5884 -0.2485
H 0.9865 1.7229 2.0047

Table of natural (NBO) atomic charges, one value per atom, all in e: O -1.285; Si 1.063; Si 1.411; I -0.054; I -0.408; H -0.139; H -0.146; H -0.214; H -0.227